# C7H9NS

One molecule with the formula C7H9NS (ωB97M-V with the def2-TZVPD basis set, the OMol25 dataset).

The geometry in XYZ format:
```
18
Properties=species:S:1:pos:R:3:forces:R:3
H 2.12300 -1.84321 -0.79840 -0.90 1.06 1.11
H -2.21810 0.91796 1.42860 -0.44 1.27 0.01
H -1.33064 -0.47306 1.78080 0.34 -0.47 0.12
N 2.49428 0.08218 0.16479 1.58 -1.87 -0.95
H -0.56209 -2.55106 -0.42392 -0.02 -0.48 0.74
C -0.83613 2.15211 -0.25812 1.85 -1.12 -2.24
C -0.46678 0.64257 0.05006 -1.63 0.92 2.27
S 0.54084 1.84955 1.02870 -0.23 0.25 -0.53
H -1.53320 -1.19486 -0.91280 -1.71 -0.28 -0.73
H -0.50250 2.56367 -1.31201 0.09 -0.87 1.97
C 2.24157 1.20976 0.58592 -0.92 1.49 1.12
H -0.29110 -1.86570 -1.93673 0.06 -0.19 -1.42
C -0.58403 -1.62352 -0.95269 0.07 -0.16 -0.30
C 1.62564 -0.95971 -0.29671 -1.30 3.52 -0.42
C -1.67901 0.14285 0.96020 2.78 -0.12 0.43
H -2.30000 -0.44788 0.37749 -1.52 -0.78 -0.86
H 2.97684 1.97598 0.95174 -0.33 -0.98 -0.58
C 0.30141 -0.57765 -0.43693 2.22 -1.19 0.28
```
Forces are in eV/Å.

Values from the calculation:
HOMO energy = -0.2943 hartree
gap between HOMO and LUMO = 7.9454 eV
LUMO level = -0.1 eV
F_max = 3.78 eV/Å
E = -724.8539 Eh